Computed, not measured: a 4-piece molecular cluster, C5H20N3O3 overall in a non-equilibrium geometry, with wB97M-V/def2-TZVPD.

Values from the calculation:
E_tot   -16114.16737 eV
Spin multiplicity   1
HOMO energy   -13.0 eV
Net charge   +1
ΔE to the lowest compared entry with this formula, charge and spin   90.53 kcal per mole
Gap between HOMO and LUMO   10.385 eV

CARTESIAN COORDINATES (ANGSTROEM)
1 C -1.1536 0.2453 1.5304
2 C -0.2447 -1.0074 1.2010
3 C 1.1932 -0.8750 1.4995
4 C 1.8836 0.0468 0.5318
5 N 1.9780 -0.5378 -0.8069
6 C 1.1433 -0.3560 -1.9107
7 N 0.3054 0.6817 -1.8812
8 N -1.4123 1.0371 0.2995
9 H -2.0121 0.0558 2.0734
10 H -0.5542 0.9267 2.2001
11 H -0.5060 -1.9568 1.7247
12 H -0.3875 -1.2557 0.1643
13 H 1.8318 -1.8083 1.7127
14 H 1.2915 -0.3665 2.5482
15 H 1.2252 0.8296 0.6635
16 H 2.8751 0.1968 0.9297
17 H 2.6648 -1.4078 -0.8141
18 H 1.3466 -0.9407 -2.7634
19 H -0.2823 0.9339 -2.6336
20 H 0.1216 1.3386 -0.9155
21 H -2.0390 1.8295 0.5440
22 H -2.0100 0.5671 -0.2969
23 H -1.9424 0.6516 -4.6544
24 H -2.5132 1.3046 -3.4470
25 O -1.8268 0.8266 -3.8106
26 H -1.3164 -2.3132 -1.6736
27 H -1.5344 -1.0646 -2.6338
28 O -0.7810 -1.5769 -2.1306
29 H 1.4270 1.6754 4.8227
30 H 0.2130 0.8225 4.0368
31 O 1.0157 1.4972 3.8902

Atomic forces in eV per Å
3.486 0.773 -0.591
-1.804 -1.401 0.719
2.467 -0.098 3.217
0.704 -2.189 0.455
0.313 -2.477 -2.265
1.378 3.221 4.330
1.960 1.279 3.380
0.266 2.176 1.990
-1.925 -0.960 0.874
-0.497 -0.563 -0.739
-0.726 0.891 -0.072
-0.107 -0.020 -0.582
-1.401 0.769 -0.828
-0.054 -0.641 -1.841
-0.568 2.674 -0.852
0.327 0.711 -0.355
-2.188 2.527 -0.352
-0.059 -0.477 -0.787
-0.506 -0.145 -1.108
0.341 -2.759 -3.050
0.922 -0.302 0.161
-1.171 -1.861 -1.636
-1.166 -1.078 -6.402
-2.428 1.611 0.711
3.408 -0.574 5.649
1.298 1.383 -1.111
2.183 -1.214 1.180
-4.455 -1.321 -0.316
-1.366 -0.647 -2.494
2.831 2.380 0.044
-1.461 -1.670 2.670